1.
Molecular formula: C2H7N
Method: DFT, the ωB97M-V functional and the def2-TZVPD basis

Geometry as XYZ:
```
10
Properties=species:S:1:pos:R:3:nbo_charge:R:1
C -5.737 -0.454 1.405 -0.852
H -5.432 -0.813 2.385 0.215
H -6.470 0.350 1.376 0.214
H -6.153 -1.331 0.908 0.211
H -4.887 -0.065 0.847 0.212
C 5.951 0.656 -1.134 -0.052
N 5.555 0.336 -2.293 -0.579
H 6.307 1.692 -1.077 0.153
H 5.809 0.189 -0.155 0.152
H 5.057 -0.562 -2.261 0.325
```

Properties
Relative energy (zero: lowest compared OMol25 entry of this formula, charge and spin) ... 23.62 kcal/mol
Highest occupied orbital energy ... -10.31 eV

2.
Molecular formula: C2H7N2
Method: DFT, the ωB97M-V functional and the def2-TZVPD basis

Geometry as XYZ:
```
11
Properties=species:S:1:pos:R:3:nbo_charge:R:1
C 1.173 1.070 -0.536 -0.424
N 0.548 -0.148 0.042 -0.494
C -0.721 -0.173 0.330 0.403
N -1.473 -1.227 0.528 -0.703
H 2.252 0.926 -0.569 0.242
H 0.881 1.217 -1.571 0.228
H 0.964 1.902 0.125 0.232
H 1.006 -0.977 -0.307 0.417
H -1.111 0.792 0.640 0.225
H -1.154 -2.166 0.302 0.425
H -2.364 -1.217 1.017 0.448
```

Properties
Relative energy (zero: lowest compared OMol25 entry of this formula, charge and spin) ... 5.75 kcal/mol
Highest occupied orbital energy ... -15.86 eV
Charge ... +1

3.
Molecular formula: C2H7N2
Method: DFT, the ωB97M-V functional and the def2-TZVPD basis

Geometry as XYZ:
```
11
Properties=species:S:1:pos:R:3:nbo_charge:R:1
C 0.864 -0.896 0.009 0.494
C 1.490 -1.944 0.756 -0.736
N 0.264 0.022 -0.390 -0.495
N -1.521 1.824 -0.625 -0.903
H 0.652 -2.532 0.980 0.275
H 2.283 -2.482 0.176 0.295
H 1.803 -1.375 1.701 0.290
H -2.423 1.646 -1.033 0.443
H -1.162 2.417 -1.315 0.425
H -0.853 0.995 -0.618 0.449
H -1.396 2.326 0.359 0.463
```

Properties
Relative energy (zero: lowest compared OMol25 entry of this formula, charge and spin) ... 20.53 kcal/mol
Highest occupied orbital energy ... -16.38 eV
Charge ... +1

4.
Molecular formula: C2H7N2O
Method: DFT, the ωB97M-V functional and the def2-TZVPD basis

Geometry as XYZ:
```
12
Properties=species:S:1:pos:R:3:nbo_charge:R:1
C 0.299 2.067 1.001 -0.223
O 0.299 0.687 1.367 -0.791
H 0.409 2.886 1.992 0.118
H 1.148 2.344 0.404 0.158
H -0.709 2.487 0.622 0.161
N -1.007 -2.389 -1.002 -0.937
C -0.296 -1.174 -1.088 -0.093
N 1.018 -1.286 -1.274 -0.920
H -1.979 -2.427 -0.755 0.367
H -0.360 -3.075 -0.775 0.340
H -0.003 0.080 0.654 0.502
H 1.180 -0.200 -1.146 0.319
```

Properties
Relative energy (zero: lowest compared OMol25 entry of this formula, charge and spin) ... 58.72 kcal/mol
Highest occupied orbital energy ... -1.92 eV
Charge ... -1

5.
Molecular formula: C2H7N2O
Method: DFT, the ωB97M-V functional and the def2-TZVPD basis

Geometry as XYZ:
```
12
Properties=species:S:1:pos:R:3:nbo_charge:R:1
C -0.028 0.825 0.184 0.812
C -1.383 0.699 -0.253 -0.751
N 1.096 1.489 -0.033 -0.281
N 0.671 -1.531 0.039 -1.048
O 0.606 1.032 1.300 -0.250
H -2.000 1.355 0.378 0.315
H -1.777 -0.303 -0.080 0.306
H -1.487 0.971 -1.302 0.292
H 1.984 1.086 -0.319 0.423
H 0.643 -1.925 0.972 0.399
H 1.615 -1.628 -0.320 0.390
H 0.060 -2.071 -0.567 0.392
```

Properties
Relative energy (zero: lowest compared OMol25 entry of this formula, charge and spin) ... 109.06 kcal/mol
Highest occupied orbital energy ... -15.89 eV
Charge ... +1

6.
Molecular formula: C2H7N2O2P
Method: DFT, the ωB97M-V functional and the def2-TZVPD basis

Geometry as XYZ:
```
14
Properties=species:S:1:pos:R:3:nbo_charge:R:1
C 0.616 -1.942 1.964 -0.524
C 0.560 -1.373 0.760 0.130
N 0.639 1.971 -0.956 -1.214
N -1.677 1.030 -0.904 -1.175
O 0.550 -0.363 -1.999 -1.049
O 0.196 -0.115 0.704 -0.748
P -0.075 0.493 -1.009 2.358
H 0.850 -3.032 2.220 0.204
H 0.346 -1.480 2.850 0.197
H 0.631 -1.766 -0.220 0.193
H 0.412 2.736 -0.430 0.402
H 1.306 2.240 -1.652 0.415
H -2.399 0.563 -1.385 0.406
H -1.954 1.037 0.057 0.406
```

Properties
Relative energy (zero: lowest compared OMol25 entry of this formula, charge and spin) ... 25.53 kcal/mol
Highest occupied orbital energy ... -8.54 eV

7.
Molecular formula: C2H7N2O5Sn
Method: DFT, the ωB97M-V functional and the def2-TZVPD basis

Geometry as XYZ:
```
17
Properties=species:S:1:pos:R:3:lowdin_spin:R:1
Sn -19.896 10.922 -17.419 -0.012
O -17.854 12.916 -16.711 0.979
H -17.201 13.559 -17.052 0.019
C -23.582 12.499 -18.923 0.000
N -22.787 11.562 -19.842 0.000
O -22.194 10.644 -19.313 0.000
O -22.579 11.921 -20.979 0.000
H -22.905 12.856 -18.147 0.000
H -24.420 11.910 -18.550 0.000
H -23.865 13.371 -19.513 0.000
C -16.120 12.202 -20.800 0.001
N -16.352 11.480 -19.513 0.001
O -15.298 11.130 -18.970 0.001
O -17.517 11.226 -19.214 0.012
H -17.101 12.576 -21.094 0.000
H -15.731 11.575 -21.603 0.000
H -15.384 13.006 -20.776 0.000
```

Properties
Highest occupied orbital energy (alpha / beta) ... -18.33 / -18.32 eV
Expectation value of S² ... 0.754
Charge ... +2
Spin multiplicity ... 2

8.
Molecular formula: C2H7N2OS
Method: DFT, the ωB97M-V functional and the def2-TZVPD basis

Geometry as XYZ:
```
13
Properties=species:S:1:pos:R:3:nbo_charge:R:1
C 0.249 -0.408 0.054 0.547
C 1.595 0.182 -0.118 -0.170
N -0.371 -1.468 0.266 -0.692
N -1.409 1.044 -0.198 -0.750
O 1.568 1.474 0.169 -0.707
S -2.751 0.170 0.023 0.447
H 1.947 -0.096 -1.190 0.248
H 2.427 -0.364 0.581 0.218
H 0.121 -2.341 0.634 0.454
H -1.492 -1.514 0.089 0.384
H -1.382 1.586 0.763 0.401
H 2.394 2.044 0.063 0.527
H -2.898 -0.308 -1.137 0.094
```

Properties
Relative energy (zero: lowest compared OMol25 entry of this formula, charge and spin) ... 106.19 kcal/mol
Highest occupied orbital energy ... -13.60 eV
Charge ... +1

9.
Molecular formula: C2H7N2S
Method: DFT, the ωB97M-V functional and the def2-TZVPD basis

Geometry as XYZ:
```
12
Properties=species:S:1:pos:R:3:nbo_charge:R:1
C -2.366 0.107 -1.862 -0.730
S -0.594 -0.335 -1.585 -0.731
H -2.681 -0.248 -2.841 0.176
H -2.639 1.161 -1.882 0.168
H -2.859 -0.370 -1.016 0.187
N 0.928 0.416 1.004 -0.911
C 1.724 -0.496 1.650 0.306
N 2.931 -0.327 2.018 -0.756
H 1.173 0.858 0.121 0.409
H 0.082 -0.007 0.563 0.421
H 1.199 -1.441 1.753 0.140
H 3.101 0.682 2.075 0.320
```

Properties
Relative energy (zero: lowest compared OMol25 entry of this formula, charge and spin) ... 16.44 kcal/mol
Highest occupied orbital energy ... -2.83 eV
Charge ... -1

10.
Molecular formula: C2H7N2S
Method: DFT, the ωB97M-V functional and the def2-TZVPD basis

Geometry as XYZ:
```
12
Properties=species:S:1:pos:R:3:nbo_charge:R:1
C 1.624 0.162 -0.491 0.347
C -2.304 0.001 0.040 -0.742
N 0.329 0.074 -0.690 -0.680
N 2.168 0.984 0.418 -0.732
S -0.771 0.929 0.357 0.434
H 2.237 -0.354 -1.244 0.240
H -3.080 0.624 0.359 0.262
H -2.180 -0.776 0.860 0.252
H -2.402 -0.336 -1.049 0.254
H -0.151 -0.924 -1.461 0.506
H 3.147 0.939 0.712 0.444
H 1.580 1.229 1.182 0.415
```

Properties
Relative energy (zero: lowest compared OMol25 entry of this formula, charge and spin) ... 54.70 kcal/mol
Highest occupied orbital energy ... -13.43 eV
Charge ... +1

11.
Molecular formula: C2H7N2S2
Method: DFT, the ωB97M-V functional and the def2-TZVPD basis

Geometry as XYZ:
```
13
Properties=species:S:1:pos:R:3:nbo_charge:R:1
C -1.016 -1.964 0.155 -0.029
C 0.525 0.949 0.043 0.045
N -1.585 -0.860 -0.094 -0.719
N 1.190 0.758 -1.052 -0.663
S -0.998 -2.867 1.649 0.074
S 0.521 2.198 1.238 0.217
H -0.443 -2.426 -0.635 0.191
H -0.114 0.073 0.465 0.298
H -2.373 -0.478 0.574 0.386
H 0.908 -0.108 -1.448 0.428
H 0.178 -3.450 1.466 0.147
H 1.495 1.489 -1.678 0.443
H 1.379 3.233 0.928 0.181
```

Properties
Relative energy (zero: lowest compared OMol25 entry of this formula, charge and spin) ... 54.57 kcal/mol
Highest occupied orbital energy ... -13.26 eV
Charge ... +1

12.
Molecular formula: C2H7N3
Method: DFT, the ωB97M-V functional and the def2-TZVPD basis

Geometry as XYZ:
```
12
Properties=species:S:1:pos:R:3:nbo_charge:R:1
C -2.626 2.520 -1.500 -0.036
N -2.387 1.738 -0.545 -0.607
H -3.040 2.351 -2.494 0.175
H -2.687 3.600 -1.247 0.124
H -2.403 2.181 0.365 0.344
N 1.880 -1.017 0.296 -0.844
C 1.477 -2.213 0.889 0.293
N 2.218 -3.006 1.523 -0.715
H 2.818 -0.701 0.304 0.383
H 1.165 -0.360 0.010 0.388
H 0.459 -2.419 0.580 0.159
H 3.127 -2.674 1.819 0.335
```

Properties
Relative energy (zero: lowest compared OMol25 entry of this formula, charge and spin) ... 41.23 kcal/mol
Highest occupied orbital energy ... -9.24 eV

| no. | calculated total energy (Ha) |
| --- | --- |
| 1 | -135.1073 |
| 2 | -189.6712 |
| 3 | -189.6477 |
| 4 | -265.0668 |
| 5 | -264.7574 |
| 6 | -681.7836 |
| 7 | -779.3803 |
| 8 | -662.9204 |
| 9 | -588.1096 |
| 10 | -587.7828 |
| 11 | -985.9684 |
| 12 | -244.6097 |